Entry 1:
Density functional theory data (ωB97M-V with the def2-TZVPD basis set) for C31H35BrF4N2PSn as an isolated structure.

charge = +3
energy relative to the best compared isomer or geometry (same formula, charge and spin) = 12.5 kcal per mole
electronic energy = -4839.82134 hartree

Each line ends with the Mulliken charge.
Atoms and positions in Å:
H -0.353 -3.833 -3.074  0.31
H -1.387 0.195 5.031  0.42
C 2.917 -5.114 -1.167  -1.26
H 2.846 -1.442 3.680  0.43
C 4.764 -2.543 -0.353  -1.95
C -5.941 0.045 -0.545  -0.57
H 1.645 -1.277 -4.944  0.37
H 3.487 0.624 -1.358  0.11
C -1.603 3.488 4.147  -0.77
H 4.658 -3.055 0.636  0.45
C 2.718 -3.674 -1.581  0.91
H 1.295 -3.028 3.015  0.48
H -5.242 0.397 -2.614  0.47
H -0.829 -1.874 1.821  0.27
C -5.045 0.336 -1.580  -0.74
C -2.804 3.925 -0.841  0.23
C 3.126 -1.465 -2.027  1.42
H 3.827 -5.028 -0.479  0.39
C -1.827 4.693 -2.869  0.36
H 3.172 -5.722 -2.058  0.40
H 1.036 0.630 3.385  0.10
H -1.711 4.414 4.616  0.55
C 1.283 -1.111 -3.870  -1.58
C 1.024 -1.963 2.848  -0.53
H 0.743 -3.809 -4.387  0.38
C 2.262 -1.127 2.824  -0.24
C -1.684 0.937 3.051  -0.33
N 0.187 -1.852 1.592  -0.45
C -1.539 2.367 4.954  -0.57
H 5.610 -3.090 -0.726  0.47
H -6.966 -0.340 -0.639  0.39
H 0.372 -2.690 1.014  0.32
C -3.789 0.786 -1.224  -0.73
C -3.317 0.921 0.100  0.78
H -1.410 2.583 6.004  0.44
H -3.857 0.401 2.157  0.32
C -1.602 3.364 2.755  -0.55
C -0.622 4.190 -2.467  0.15
Sn 0.317 -0.058 -0.090  0.67
F -1.958 5.544 -3.920  -0.22
H 3.708 0.295 -3.076  0.44
H 1.324 -0.023 -3.605  0.31
F -3.767 4.030 0.093  -0.32
C -1.644 3.156 -0.505  0.12
P -1.706 1.680 0.441  1.25
H -6.139 -0.357 1.556  0.42
H 0.463 -1.641 3.717  0.17
Br 1.245 2.632 -1.210  -0.03
N 1.866 0.980 1.439  -0.46
C -5.459 -0.005 0.767  -0.58
H 1.596 1.960 1.443  0.37
C 2.064 -1.898 -2.877  0.35
H 2.777 0.945 3.236  0.49
H 2.873 -1.381 1.950  -0.11
F 0.497 4.460 -3.202  -0.28
C 3.832 -0.125 -2.110  -1.13
H -3.106 1.131 -1.987  0.37
H 4.907 -0.172 -1.962  0.45
C 3.575 -2.585 -1.273  -0.24
H 0.262 -1.514 -3.841  0.44
C -0.552 3.318 -1.384  -0.32
C -1.639 1.067 4.440  -1.15
C -4.173 0.457 1.106  -0.27
H 0.956 -5.190 -3.297  0.37
H 2.721 0.884 0.903  0.29
H -1.581 4.199 2.043  0.46
C -1.672 2.090 2.190  0.71
C 1.752 -3.221 -2.596  0.22
F -4.035 5.353 -2.339  -0.24
C -2.906 4.621 -2.042  0.40
H 5.170 -1.530 -0.148  0.40
H -1.718 -0.019 2.546  0.43
C 1.937 0.415 2.830  -0.48
H 2.061 -5.643 -0.735  0.37
C 0.714 -4.109 -3.328  -1.28


Entry 2:
Density functional theory data (ωB97M-V with the def2-TZVPD basis set) for C31H35F9N4NiOP2 as an isolated structure.

charge = 0
spin multiplicity = 3
electronic energy = -4586.01862 hartree

Each line ends with the Mulliken charge.
Atoms and positions in Å:
N 2.565 -1.210 0.543  0.89
C -1.709 1.774 0.076  -1.04
F -1.815 -2.551 5.353  -0.21
F -3.015 -0.078 4.790  -0.22
C -1.634 1.722 -4.048  -1.37
C -0.913 -0.674 -4.550  -1.00
H 2.277 0.059 -3.489  0.42
H 0.442 3.738 -3.741  0.34
H 0.515 -0.613 -2.395  -3.69
H -0.568 -2.937 -0.923  0.41
F 1.632 -0.267 6.416  -0.27
H 2.314 -3.003 -0.579  0.44
O -0.397 -0.089 4.139  -0.84
H 4.257 -0.650 -1.655  0.52
F 0.347 -2.533 5.010  -0.26
C -1.729 0.380 -3.869  0.52
C 0.575 -0.358 -4.811  -0.92
H 1.434 -1.932 -1.765  0.96
H 5.793 1.436 -2.535  0.47
H -1.440 -1.721 -1.892  0.62
H -4.154 2.059 -2.177  0.59
C 0.685 -1.184 -1.455  2.67
N -2.181 0.446 -0.084  0.47
C 0.776 1.689 -3.184  1.19
C 4.875 1.476 -1.980  -0.82
C -2.465 -1.777 2.733  0.17
C -2.147 0.211 5.794  0.61
H -1.382 -0.935 -5.512  0.45
H 1.153 -1.299 -4.943  0.43
H -1.003 -1.627 -4.013  0.35
F -2.194 1.557 5.915  -0.29
C -0.700 -1.842 -1.060  -1.05
H 1.230 0.273 2.065  0.50
F -0.062 0.392 7.658  -0.28
P -1.182 -1.012 0.475  -0.90
H 1.419 2.917 -4.927  0.41
C -0.651 -0.331 5.381  0.56
C 3.725 -3.035 1.189  -0.72
F -0.453 -2.231 7.029  -0.29
H -4.101 -2.528 4.056  0.50
H -2.477 2.335 -3.719  0.74
H 2.321 2.885 -0.415  0.50
H 4.518 3.688 -1.750  0.44
C 3.258 -0.888 1.719  -0.72
C 2.838 -2.539 0.242  -0.53
C -3.161 0.474 -1.073  -0.07
F 0.681 1.666 6.045  -0.25
H -1.614 2.191 1.084  0.37
N -2.315 -1.833 1.317  0.66
H -3.578 -2.413 -0.299  0.49
C -3.479 -2.355 0.772  -0.05
C -4.316 -2.725 1.818  -1.29
C 4.098 0.406 -1.597  -0.66
C -3.688 -2.361 3.060  -0.27
H -1.223 3.325 -5.409  0.50
C 1.256 0.458 -3.713  -0.10
Ni -0.536 2.161 -2.026  -0.18
H -5.286 -3.205 1.723  0.40
C -0.718 2.437 -5.012  -0.86
C 0.565 2.782 -4.261  -0.70
C 0.437 0.380 6.388  0.51
H -1.670 -1.300 3.294  -0.11
H 4.115 -4.035 1.156  0.48
C 4.222 2.663 -1.532  -0.86
H -2.475 3.671 -0.818  0.75
H 4.567 -2.062 3.032  0.48
H -2.708 -0.010 -3.556  0.59
H 0.706 0.127 -5.792  0.43
N 2.970 0.874 -0.931  0.92
P 1.611 -0.087 -0.332  1.56
C -2.413 2.591 -0.883  -0.22
F -2.645 -0.316 6.934  -0.30
H 0.046 1.035 1.024  -1.33
C -3.391 1.744 -1.495  -0.97
C 3.083 2.267 -0.859  -0.50
H -0.521 1.837 -5.906  0.23
H 3.116 0.058 2.210  0.59
H 1.667 1.765 1.130  0.79
C 1.095 0.832 1.102  -0.79
H -3.731 -0.398 -1.304  0.31
C -0.640 -1.939 5.713  0.61
C 3.969 -1.998 2.140  -0.89
H 1.323 2.104 -2.257  -1.01


Entry 3:
Density functional theory data (ωB97M-V with the def2-TZVPD basis set) for C31H36BaN7O2S2 as an isolated structure.

charge = -1
energy relative to the best compared isomer or geometry (same formula, charge and spin) = 0.0 kcal per mole
electronic energy = -2558.61215 hartree

Each line ends with the Mulliken charge.
Atoms and positions in Å:
C -1.630 -3.713 2.176  0.44
N -2.626 0.403 1.207  0.64
C -0.376 -4.951 3.804  -0.55
H 1.006 3.511 4.100  0.25
C -2.359 -3.685 0.934  -0.06
C -0.407 3.365 0.317  -0.74
C 1.676 3.415 3.248  -0.92
H 2.111 -0.473 -1.453  -0.26
C 1.888 -2.851 -0.959  0.62
C -0.650 3.960 -3.637  -0.64
H -0.611 -3.896 -3.412  0.32
O -3.378 -0.052 0.227  -0.92
N -1.279 0.751 3.574  0.24
H -0.825 -0.997 -3.994  0.67
H 2.141 -0.390 -4.140  0.36
C -0.772 -2.597 4.111  -0.48
C -0.485 2.586 -3.396  0.63
N 0.074 2.081 0.317  0.61
H -1.870 -1.608 2.557  0.32
N -2.933 -3.713 -0.061  -0.55
H -5.053 0.896 3.239  0.34
S 0.862 -2.344 0.370  0.07
N 1.049 0.764 -2.769  0.93
C -1.475 -2.548 2.917  0.37
C 2.457 -3.064 -3.315  -0.41
S -1.883 1.530 -3.494  -0.47
H 0.414 -1.951 -4.800  0.27
H 2.499 5.112 -3.160  0.38
H 0.328 -3.821 5.486  0.38
H 0.209 5.918 -3.740  0.37
O -0.413 1.343 4.529  -0.50
C 1.562 -2.677 -2.323  -1.07
H -2.734 3.578 3.050  0.33
C 1.097 -0.101 -3.959  -0.86
Ba -1.207 -0.196 -0.869  1.04
H 2.349 2.579 3.426  0.30
H 3.396 -3.567 0.363  0.41
H 0.764 0.475 -4.824  0.57
H -5.131 0.801 1.465  0.40
H 2.270 4.322 3.136  0.37
C -1.076 -4.914 2.611  -0.54
C 1.667 4.422 -3.230  -0.92
C 0.394 4.866 -3.554  -0.47
C -3.167 1.016 2.203  -0.10
H -1.068 3.716 -0.461  0.46
C -4.639 1.285 2.305  -1.55
C -0.227 -3.792 4.556  -0.46
C 3.691 -3.616 -3.007  -0.93
H -0.008 5.065 1.709  0.47
H -3.413 2.810 4.482  0.37
H -1.690 3.214 4.443  0.42
H -4.857 2.356 2.267  0.30
C 0.207 -1.340 -3.905  -1.19
H 0.236 0.642 4.648  0.34
C 1.864 3.069 -2.996  -0.01
H -1.736 -2.683 -2.781  0.47
H 1.399 1.104 1.665  0.45
H 3.152 0.597 -2.397  0.32
H 2.857 2.721 -2.746  0.33
H -0.653 -1.686 4.682  0.36
C 0.865 1.992 1.359  -0.70
H -1.648 4.302 -3.880  0.37
H -0.746 -3.624 -1.653  0.20
N 0.287 -2.112 -2.669  0.92
N 0.928 3.160 2.037  0.31
C 4.024 -3.804 -1.673  -0.55
C -2.248 1.512 3.247  0.59
C -0.753 -3.138 -2.627  -1.01
H 4.377 -3.895 -3.798  0.39
H 2.189 -2.922 -4.355  0.32
C 0.818 2.151 -3.065  -0.77
C 0.109 4.048 1.378  -0.77
C 3.134 -3.433 -0.679  -0.71
H 2.159 1.247 -1.069  0.46
C -2.526 2.863 3.846  -1.75
C 2.182 0.523 -1.882  -0.76
H 0.064 -5.880 4.141  0.37
H -1.187 -5.803 2.005  0.45
H 4.982 -4.234 -1.403  0.34